{"formula": "C36H45BN13OSi2Ti", "method": "wB97M-V/def2-TZVPD", "spin_multiplicity": 2, "mol_weight_da": 790.70, "s2": 0.777, "homo_energy_ev": [-6.97, -6.97], "relative_energy_kcal_mol": 18.9, "elements": ["Ti", "C", "C", "N", "N", "C", "B", "N", "C", "C", "C", "N", "N", "C", "C", "C", "N", "N", "C", "C", "C", "N", "H", "H", "H", "H", "H", "H", "H", "H", "H", "H", "H", "H", "C", "Si", "C", "C", "N", "C", "C", "C", "C", "C", "C", "N", "Si", "C", "C", "C", "H", "H", "H", "H", "H", "H", "H", "H", "H", "H", "H", "H", "H", "H", "H", "H", "H", "H", "H", "H", "H", "H", "N", "C", "C", "C", "C", "C", "C", "H", "H", "H", "H", "H", "N", "C", "O", "C", "C", "C", "N", "C", "C", "H", "H", "H", "H", "H", "H"], "xyz": [[-1.001020, 1.278460, 0.860713], [0.791525, 4.511814, 2.913389], [-0.231732, 3.639611, 2.512712], [0.224727, 2.846638, 1.505254], [1.579048, 3.122502, 1.367053], [1.944503, 4.128932, 2.203559], [2.478334, 1.906288, 0.949288], [2.030743, 0.702580, 1.922714], [2.717066, -0.091211, 2.742112], [1.802386, -0.863971, 3.523238], [0.593820, -0.544917, 2.995927], [0.656325, 0.371250, 1.989432], [2.040509, 1.345981, -0.414000], [2.692298, 1.225735, -1.578491], [1.787349, 0.999085, -2.608198], [0.513279, 1.089803, -1.999091], [0.698307, 1.237807, -0.685428], [3.973772, 2.249506, 0.841310], [4.658989, 2.703420, 1.956717], [5.657706, 3.565799, 1.505738], [5.403246, 3.687199, 0.115835], [4.359725, 2.997911, -0.231879], [0.708636, 5.191485, 3.764222], [-1.227347, 3.520628, 2.908525], [2.939152, 4.544920, 2.375945], [3.791458, -0.120300, 2.764294], [1.999674, -1.614626, 4.287396], [-0.470952, -0.887863, 3.191338], [3.756623, 1.338527, -1.646676], [1.997283, 0.643132, -3.666655], [-0.493207, 1.135832, -2.369435], [4.392320, 2.619073, 3.037520], [6.387440, 4.051040, 2.093786], [5.918208, 4.345530, -0.613000], [-2.655486, -3.275116, -0.923104], [-1.146629, -2.124277, -0.918757], [-0.130497, -2.215723, -2.440306], [0.035284, -2.694516, 0.459295], [-1.722563, -0.418096, -0.508047], [-2.811379, 0.105874, -1.073546], [-3.643144, -0.560570, -1.979824], [-5.006808, -0.289133, -2.099667], [-5.524529, 0.865427, -1.544884], [-4.678379, 1.776478, -0.913660], [-3.319782, 1.474033, -0.766016], [-2.352025, 2.418223, -0.327394], [-2.618147, 4.180884, -0.458057], [-0.852317, 4.916669, -0.941352], [-3.746005, 4.570294, -1.921042], [-3.382767, 5.014716, 1.031966], [-2.925496, -3.467666, -1.963327], [-3.506866, -2.839220, -0.436168], [-2.320697, -4.224389, -0.489604], [0.162032, -3.292896, -2.583026], [0.775354, -1.624134, -2.373185], [-0.668057, -1.918217, -3.346606], [0.671345, -3.520819, 0.066331], [-0.434238, -3.073586, 1.401585], [0.783987, -1.904254, 0.805005], [-3.226995, -1.428843, -2.541650], [-5.697476, -0.960149, -2.648413], [-6.590549, 1.106161, -1.574385], [-5.022872, 2.765739, -0.586185], [-0.407522, 4.118889, -1.567035], [-0.159633, 5.203601, -0.121897], [-0.996636, 5.842541, -1.595876], [-3.424592, 5.303228, -2.640263], [-4.760237, 4.889539, -1.585824], [-3.830898, 3.615654, -2.470110], [-3.173667, 4.386877, 1.945422], [-4.468503, 5.153604, 0.980667], [-2.915333, 6.007830, 1.178563], [-2.177612, 0.709194, 2.034125], [-3.027376, 0.519319, 3.019858], [-4.072964, -0.406903, 2.920837], [-4.961941, -0.544967, 3.967148], [-4.959881, 0.322959, 5.031579], [-3.926831, 1.283508, 5.157240], [-2.904731, 1.295459, 4.228206], [-4.147193, -0.959767, 2.040691], [-5.791088, -1.260343, 3.876737], [-5.764542, 0.261728, 5.772231], [-3.953542, 2.000360, 5.990289], [-1.948472, 1.808884, 4.409720], [4.095429, -9.104239, -1.830935], [3.848373, -8.691904, -3.140081], [3.099392, -9.289785, -3.898863], [4.414843, -7.361882, -3.482671], [5.345743, -6.726665, -2.651555], [5.781471, -5.440188, -2.960353], [5.381020, -4.747762, -4.023869], [4.489421, -5.348857, -4.839273], [3.982343, -6.608943, -4.632193], [3.588115, -9.931728, -1.585299], [4.194132, -8.402660, -1.086198], [5.963475, -7.260967, -1.923270], [6.646848, -5.120732, -2.422370], [4.233368, -4.778544, -5.718569], [3.194768, -6.976863, -5.297963]], "atomic_forces_ev_per_a": [[-1.420, -2.659, -0.274], [0.238, -0.416, 0.547], [1.475, -0.022, -1.342], [0.647, 2.082, 2.079], [-0.382, -0.279, 0.086], [-1.897, 0.165, 0.792], [-0.549, -1.293, -1.020], [-0.747, -0.107, -0.272], [-1.021, -0.523, 1.217], [1.777, -0.030, -0.542], [-3.448, 0.755, -1.379], [2.318, -0.447, 1.574], [-1.421, 0.462, -1.509], [0.094, -0.516, -0.891], [-0.204, -0.560, -1.286], [1.744, -0.004, 1.106], [-0.424, 0.675, 0.314], [-1.205, 1.368, 2.333], [1.400, 0.854, 0.155], [-1.497, -1.054, -0.150], [0.759, 1.054, 0.215], [-0.004, -0.985, -0.934], [0.224, -0.066, -0.607], [-0.113, 0.108, -0.241], [-0.296, -0.547, -0.636], [0.136, 0.328, 0.018], [0.109, 0.404, -0.359], [1.742, 0.251, 0.050], [0.026, -0.168, 0.084], [-0.171, 0.992, 1.620], [-0.082, -0.389, -0.252], [0.063, -0.804, -1.297], [0.565, 0.403, 0.434], [-0.476, -0.689, 0.564], [1.277, -0.093, -0.771], [-0.426, 0.846, 1.982], [0.010, -0.968, -1.004], [0.935, 0.399, 0.797], [0.144, 0.606, -0.753], [0.047, 0.794, 0.656], [-1.453, -2.075, -1.474], [0.823, -1.047, -0.883], [-0.388, 1.667, 1.263], [-0.369, -0.232, -0.483], [2.512, 1.455, 1.257], [-1.343, -1.211, -0.409], [1.271, 0.417, -0.854], [-0.941, 0.418, -0.227], [-0.764, -0.819, 0.132], [0.510, -0.409, 1.257], [-0.137, -0.146, 0.028], [-0.342, 0.010, 0.464], [-0.361, 0.120, 0.131], [-0.201, 0.881, 0.134], [0.154, 0.080, 0.087], [0.057, 0.033, 0.047], [-0.482, 0.364, 0.132], [0.118, 0.321, -0.805], [-1.040, -0.849, -0.671], [-0.479, 0.683, 0.662], [0.793, 0.425, 0.232], [0.328, -0.233, -0.185], [-0.005, -0.651, -0.065], [0.088, 0.461, 0.289], [-0.439, -0.379, -0.415], [0.110, -1.207, 0.828], [0.491, 0.419, -0.084], [0.596, -0.390, -0.221], [-0.265, 0.432, -0.003], [-0.227, 0.720, -0.702], [0.199, -0.116, -0.131], [-0.215, -0.434, -0.008], [3.194, 1.878, -2.052], [-1.135, -0.026, 2.228], [0.510, 0.942, 1.302], [-1.151, -0.332, -0.496], [0.160, 0.848, 0.819], [-0.498, -0.509, 0.263], [0.155, -0.448, -0.493], [-0.168, -0.969, -1.289], [0.451, 0.194, 0.071], [0.400, 0.109, -0.229], [0.225, -0.505, -0.281], [-0.682, 0.178, -0.269], [0.097, 0.587, -0.402], [-1.363, 0.001, 0.432], [0.989, 0.035, 0.464], [0.237, 1.826, -0.757], [0.402, -0.472, -0.739], [-0.083, -0.802, -1.015], [-0.125, -0.342, 0.085], [0.725, 0.459, 0.626], [-0.431, -1.251, 1.265], [-0.198, -0.231, 0.173], [0.018, -0.611, -0.817], [-0.723, 0.041, 0.066], [0.189, 0.895, 0.422], [-0.239, 0.044, -0.094], [0.497, -0.173, 0.292]]}


{"formula": "C5H8N2O5", "method": "wB97M-V/def2-TZVPD", "spin_multiplicity": 3, "mol_weight_da": 176.13, "s2": 2.016, "homo_energy_ev": [-8.87, -10.97], "relative_energy_kcal_mol": 35.5, "elements": ["C", "C", "C", "C", "C", "N", "N", "O", "O", "O", "O", "O", "H", "H", "H", "H", "H", "H", "H", "H"], "xyz": [[0.513342, -0.547789, 0.051329], [-1.923203, -1.421349, 1.815659], [1.014008, 2.095113, -0.681826], [-0.831343, -0.404882, 1.968832], [0.578284, 0.157252, -1.308660], [-0.492059, -0.022708, -2.258400], [1.845063, -0.047441, -2.024276], [1.228097, -1.411520, 0.461467], [-1.563363, 0.436844, -1.976168], [1.796069, 0.093505, -3.229136], [2.848826, -0.315345, -1.415072], [-0.506867, 0.020791, 0.657223], [-2.802862, -1.127616, 1.217609], [-1.533303, -2.279758, 1.297500], [-2.407472, -1.791154, 2.655760], [0.270172, 2.627388, -1.082224], [1.942738, 2.335078, -1.330051], [1.209600, 1.947311, 0.341649], [0.123116, -0.688630, 2.347941], [-1.308844, 0.344910, 2.490846]], "atomic_forces_ev_per_a": [[-0.204, -0.003, -0.891], [-0.044, -1.088, -1.868], [3.792, -4.159, -2.904], [-0.638, -1.494, -1.054], [1.588, 2.432, 0.606], [1.696, 0.369, 1.325], [0.275, -0.754, -1.107], [-0.153, 0.036, 0.081], [-1.738, 0.272, -0.072], [-0.023, 0.141, -0.254], [0.122, 0.214, 0.632], [-0.623, 1.194, -0.273], [0.721, 0.747, -0.109], [0.199, -0.586, -0.246], [-0.252, -0.473, 2.235], [-3.304, 1.967, -0.654], [-1.331, -0.658, 1.384], [-0.135, 0.162, 1.015], [0.180, -0.752, 1.181], [-0.128, 2.433, 0.974]]}


{"formula": "C13H22N2O4S", "method": "wB97M-V/def2-TZVPD", "mol_weight_da": 302.40, "homo_energy_ev": -8.34, "relative_energy_kcal_mol": 0.0, "elements": ["O", "O", "O", "O", "C", "C", "C", "C", "N", "N", "S", "C", "C", "C", "C", "C", "C", "C", "C", "C", "H", "H", "H", "H", "H", "H", "H", "H", "H", "H", "H", "H", "H", "H", "H", "H", "H", "H", "H", "H", "H", "H"], "xyz": [[1.308210, 1.752983, 3.499204], [1.474893, 5.662438, 1.298160], [1.294160, -2.493141, -0.342560], [-0.418999, 0.598926, 1.466053], [1.026278, 2.439163, 2.500688], [1.234944, 4.457049, 1.307186], [0.240683, 1.831654, 1.406409], [0.142953, 2.593616, 0.226056], [1.510889, 3.735858, 2.427131], [0.767195, 3.833478, 0.124997], [-0.112757, -2.038798, -0.186885], [-0.580056, 2.043716, -0.957836], [2.241058, 4.331370, 3.539735], [0.673689, 4.641223, -1.098218], [-1.612541, -5.242031, -3.937262], [0.315282, -0.491724, 2.022787], [-0.309923, -1.790677, 1.611780], [-1.059104, -3.576509, -0.521981], [-1.631665, -5.160832, -2.429697], [-1.039888, -3.802494, -2.016029], [0.156816, 1.795975, -1.753006], [-1.311422, 2.783543, -1.323105], [-1.105181, 1.133301, -0.785800], [1.512903, 4.726301, 4.292838], [2.962744, 5.041514, 3.142983], [2.829090, 3.598371, 4.092146], [1.411274, 5.446100, -1.203565], [0.852312, 4.051191, -1.993373], [-0.337390, 5.122459, -1.193481], [-0.555124, -5.118738, -4.279359], [-2.215311, -4.478592, -4.442323], [-2.034366, -6.222876, -4.213967], [1.364456, -0.463616, 1.689300], [0.305601, -0.431625, 3.108870], [0.159061, -2.672357, 2.125203], [-1.364123, -1.764301, 1.837568], [-0.543644, -4.399691, 0.009469], [-2.111422, -3.522160, -0.155414], [-2.656957, -5.239528, -2.059503], [-1.077682, -6.030377, -1.992461], [-0.038816, -3.685573, -2.409767], [-1.668123, -2.994590, -2.432974]], "atomic_forces_ev_per_a": [[-0.453, 0.929, -0.826], [-0.188, -0.725, -0.309], [0.461, 0.214, -0.185], [0.536, 1.181, 0.287], [0.388, -2.958, 2.191], [0.748, 2.885, -1.221], [0.026, 2.276, -2.308], [0.154, -2.095, 1.807], [-0.865, -1.638, -1.144], [0.006, -0.263, 1.134], [-0.192, -0.454, 0.159], [0.544, 0.855, -1.040], [-0.303, 0.011, 0.912], [-0.906, 0.801, -0.447], [0.371, -0.705, -0.492], [0.987, 0.002, 0.278], [-0.140, -1.068, -0.329], [-0.312, -0.182, 1.086], [0.311, 0.387, 0.383], [-0.887, 0.034, 0.235], [-0.462, 0.417, 0.238], [0.381, -0.230, -0.124], [-0.253, -0.566, 0.663], [0.738, 0.190, -0.809], [-0.537, 0.380, 0.081], [-0.318, -0.443, -0.427], [-0.104, -0.326, 0.939], [-0.216, -0.495, 0.224], [0.855, -0.431, 0.134], [-0.864, -0.361, -0.022], [0.077, -0.003, 0.304], [0.453, 0.328, -0.348], [-0.228, 0.094, 0.075], [0.084, 0.091, 0.028], [-0.283, 0.860, -0.459], [-0.536, -0.082, 0.086], [-0.101, 0.478, -0.072], [0.700, 0.159, -0.130], [-0.026, 0.010, 0.053], [-0.225, 0.808, -0.268], [0.316, -0.026, -0.074], [0.268, -0.339, -0.259]]}